Here is C40H106HgN4O16 as an isolated structure in a non-equilibrium geometry from the Open Molecules 2025 dataset. Energies are from ωB97M-V/def2-TZVPD.

Last column: Mulliken charge in e.
Geometry (Å):
Hg 2.135 6.600 -2.505  0.0558
C -0.571 -0.271 0.125  -0.8330
C -0.171 1.234 0.019  -0.1882
O 0.691 1.609 -1.027  -0.3814
H -0.994 -0.450 1.113  0.3135
H 0.339 -0.860 0.004  0.2598
H -1.303 -0.497 -0.651  0.2581
H 0.361 1.484 0.937  0.2607
H -1.034 1.900 -0.009  0.3001
C -2.319 9.935 3.197  -0.9232
C -1.118 9.065 2.855  -0.1306
O -0.651 9.244 1.547  -0.3613
H -2.476 9.917 4.275  0.3217
H -3.269 9.674 2.731  0.2728
H -2.148 10.965 2.883  0.2840
H -1.374 8.037 3.113  0.2625
H -0.335 9.285 3.580  0.2607
C 2.576 -8.457 10.924  -0.7620
O 3.142 -7.687 9.850  -0.3286
C 2.253 -6.812 9.214  -0.4589
C 3.159 -5.948 8.309  -0.7640
N 3.884 -6.642 7.245  -0.3506
C 3.077 -6.751 6.011  -0.6674
C 3.989 -7.459 4.947  -0.5661
O 4.287 -8.775 5.459  -0.2799
C 5.046 -9.555 4.512  -0.7732
H 1.570 -8.804 10.688  0.2927
H 2.530 -7.793 11.787  0.2817
H 3.226 -9.240 11.316  0.2710
H 1.857 -6.161 9.993  0.4248
H 1.498 -7.379 8.668  0.3541
H 3.882 -5.554 9.023  0.3224
H 2.601 -5.109 7.894  0.3759
H 3.913 -7.623 7.484  0.2889
H 2.857 -5.774 5.581  0.3987
H 2.131 -7.257 6.205  0.3210
H 4.827 -6.788 4.758  0.3421
H 3.423 -7.557 4.020  0.4148
H 4.552 -9.750 3.561  0.2920
H 5.444 -10.447 4.995  0.2464
H 5.885 -8.934 4.197  0.3243
C 5.378 9.893 -3.464  -0.8169
O 5.408 9.236 -2.220  -0.2358
C 6.659 9.543 -1.595  -0.7643
C 6.644 9.037 -0.140  -0.4360
N 6.358 7.575 -0.146  -0.2507
C 6.255 6.931 1.161  -0.9992
C 7.443 7.146 2.154  -0.4767
O 7.557 8.548 2.604  -0.2745
C 8.665 8.680 3.417  -0.7866
H 5.359 10.974 -3.321  0.3297
H 4.491 9.626 -4.038  0.2498
H 6.181 9.593 -4.137  0.3134
H 6.895 10.606 -1.649  0.4273
H 7.515 9.113 -2.117  0.3575
H 5.927 9.606 0.451  0.3395
H 7.653 9.201 0.239  0.2859
H 7.192 7.113 -0.482  0.2342
H 6.022 5.872 1.059  0.4149
H 5.367 7.369 1.615  0.3642
H 8.373 6.758 1.738  0.3798
H 7.188 6.503 2.996  0.4447
H 8.933 9.734 3.489  0.2575
H 9.570 8.150 3.119  0.3264
H 8.472 8.334 4.432  0.3025
C -3.986 -8.365 -4.015  -0.8048
O -3.500 -8.983 -2.821  -0.2721
C -2.847 -8.177 -1.873  -0.6823
C -2.424 -9.051 -0.726  -0.4917
N -1.533 -10.093 -1.301  -0.3823
C -1.165 -11.147 -0.336  -0.7470
C -2.352 -12.032 -0.130  -0.4639
O -2.526 -12.682 -1.380  -0.3195
C -3.518 -13.663 -1.448  -0.7993
H -3.202 -7.982 -4.668  0.3254
H -4.475 -7.429 -3.744  0.3039
H -4.684 -8.946 -4.618  0.2416
H -3.519 -7.411 -1.484  0.4332
H -1.991 -7.718 -2.369  0.3540
H -3.316 -9.439 -0.235  0.2467
H -1.894 -8.442 0.007  0.3600
H -2.021 -10.490 -2.090  0.3381
H -0.775 -10.704 0.581  0.3789
H -0.366 -11.793 -0.701  0.2982
H -3.248 -11.453 0.093  0.2903
H -2.210 -12.703 0.718  0.5033
H -4.470 -13.198 -1.193  0.3199
H -3.454 -14.388 -0.636  0.3145
H -3.643 -14.064 -2.453  0.2548
C 3.265 6.191 -6.538  -0.7431
O 1.907 6.367 -6.134  -0.2025
C 1.013 6.304 -7.229  -0.6503
C -0.392 6.223 -6.697  -0.7559
N -0.772 7.415 -5.930  -0.3083
C -2.187 7.212 -5.533  -0.6770
C -2.777 8.616 -5.258  -0.5721
O -2.776 9.436 -6.453  -0.3395
C -3.606 10.631 -6.255  -0.7062
H 3.485 5.131 -6.663  0.2947
H 3.800 6.575 -5.669  0.1591
H 3.580 6.749 -7.419  0.3204
H 1.156 5.481 -7.928  0.3809
H 1.148 7.172 -7.874  0.3382
H -0.574 5.336 -6.090  0.3766
H -1.064 6.183 -7.555  0.4702
H -0.870 8.182 -6.580  0.2722
H -2.296 6.576 -4.655  0.3507
H -2.727 6.750 -6.360  0.3494
H -2.314 9.139 -4.421  0.3760
H -3.801 8.404 -4.951  0.4250
H -3.076 11.238 -5.521  0.2962
H -4.642 10.399 -6.009  0.2861
H -3.631 11.085 -7.246  0.2402
C 2.603 -3.106 -7.581  -1.0651
C 2.712 -2.022 -6.537  -0.1527
O 1.416 -1.504 -6.291  -0.5073
H 2.448 -2.617 -8.543  0.2626
H 1.803 -3.805 -7.337  0.3061
H 3.559 -3.624 -7.664  0.3451
H 3.418 -1.278 -6.907  0.2590
H 3.150 -2.515 -5.670  0.2581
H 1.473 -0.909 -5.541  0.2942
C -6.485 -0.061 -8.206  -1.0278
C -5.063 -0.244 -7.604  -0.2018
O -4.276 -1.021 -8.435  -0.5102
H -6.911 -1.045 -8.405  0.2745
H -6.402 0.448 -9.166  0.2698
H -7.194 0.550 -7.646  0.3455
H -5.149 -0.638 -6.592  0.2750
H -4.563 0.708 -7.427  0.2677
H -3.478 -1.170 -7.923  0.3074
C -6.182 -5.155 6.213  -1.0458
C -5.958 -3.674 6.103  -0.1643
O -4.579 -3.465 6.382  -0.5173
H -7.233 -5.331 5.987  0.3344
H -5.918 -5.587 7.179  0.2911
H -5.486 -5.642 5.531  0.2704
H -6.591 -3.158 6.825  0.2752
H -6.266 -3.252 5.147  0.2640
H -4.472 -2.533 6.583  0.2923
C -5.715 3.489 5.952  -1.0274
C -4.239 3.422 6.298  -0.1456
O -4.057 2.534 7.407  -0.5215
H -5.826 3.811 4.916  0.3264
H -6.306 4.208 6.519  0.2788
H -6.180 2.503 5.972  0.2901
H -3.871 4.429 6.496  0.2644
H -3.708 3.079 5.411  0.2399
H -3.159 2.629 7.734  0.2949
C 6.303 -0.967 2.179  -0.9057
C 6.291 -1.537 0.817  -0.2656
O 6.262 -0.510 -0.198  -0.5242
H 5.401 -0.434 2.479  0.2799
H 7.143 -0.285 2.310  0.2617
H 6.371 -1.739 2.945  0.3138
H 5.373 -2.088 0.612  0.2494
H 7.088 -2.253 0.617  0.2882
H 5.346 -0.226 -0.245  0.3025
C -8.406 -0.904 -0.981  -1.0299
C -9.235 0.245 -0.387  -0.1807
O -9.582 1.064 -1.513  -0.5106
H -8.912 -1.387 -1.816  0.2877
H -8.309 -1.671 -0.212  0.3271
H -7.407 -0.557 -1.247  0.2799
H -8.734 0.873 0.350  0.3135
H -10.144 -0.192 0.027  0.2144
H -9.777 1.916 -1.116  0.2986

2S+1: 1
DFT total energy: -86074.819 eV
Kohn-Sham gap: 1.758 eV

Here is a 11-piece molecular cluster, C40H111N13O12 overall in a non-equilibrium geometry from the Open Molecules 2025 dataset. Energies are from ωB97M-V/def2-TZVPD.

Last column: Mulliken charge in e.
Geometry (Å):
C 16.609 11.257 -19.315  -0.5630
O 17.252 10.033 -19.573  -0.2947
C 18.580 9.869 -19.090  -0.8580
C 18.939 8.382 -19.000  0.3030
C 17.792 7.482 -18.462  -1.0770
N 20.159 8.141 -18.285  -0.5457
H 16.882 11.690 -18.352  0.3478
H 15.537 11.051 -19.365  0.0361
H 16.728 11.969 -20.139  0.3098
H 19.166 10.524 -19.742  0.3905
H 18.661 10.226 -18.054  0.4049
H 19.142 8.070 -20.037  0.2012
H 17.703 7.661 -17.389  0.2074
H 17.956 6.425 -18.658  0.4122
H 16.873 7.839 -18.928  0.2451
H 20.533 7.243 -18.565  0.2660
H 20.872 8.811 -18.555  0.2223
C 13.290 7.572 -11.877  -0.4739
O 12.463 8.678 -12.254  -0.2463
C 11.068 8.494 -12.163  -1.1630
C 10.543 7.199 -12.779  0.3833
C 10.963 7.107 -14.246  0.3306
N 9.076 7.067 -12.771  -0.5705
H 13.037 7.446 -10.819  0.4338
H 14.273 7.953 -12.142  0.1528
H 13.082 6.661 -12.442  0.1042
H 10.828 8.541 -11.088  0.3454
H 10.601 9.389 -12.579  0.2834
H 10.888 6.284 -12.296  0.5147
H 10.462 7.882 -14.827  0.4164
H 10.746 6.086 -14.572  -0.7078
H 12.010 7.153 -14.563  -0.1968
H 8.715 6.763 -11.879  0.2572
H 8.626 7.912 -13.095  0.2353
C 13.691 8.685 -18.207  0.0042
O 12.396 9.120 -17.855  0.2642
C 11.636 9.544 -19.001  -1.0096
C 10.211 8.975 -18.907  0.7392
C 9.248 9.887 -18.186  -1.7562
N 10.135 7.630 -18.283  -0.5984
H 13.828 8.231 -19.193  0.6334
H 13.923 7.856 -17.536  -0.5808
H 14.409 9.501 -18.091  -0.3490
H 11.611 10.622 -19.183  0.3855
H 12.125 9.153 -19.897  0.4278
H 9.854 8.878 -19.939  0.4646
H 9.236 10.929 -18.522  0.4081
H 9.504 9.904 -17.123  0.2393
H 8.192 9.638 -18.302  0.3996
H 10.941 7.743 -17.661  0.1897
H 10.520 6.968 -18.966  0.1609
C 8.747 1.988 -11.804  -0.7131
O 8.109 2.384 -13.011  -0.4196
C 9.031 2.636 -14.060  -0.2500
C 8.220 2.628 -15.358  -0.0575
C 7.615 1.250 -15.726  -1.3942
N 9.095 3.036 -16.466  -0.3603
H 9.453 2.743 -11.446  0.2540
H 9.285 1.041 -11.895  0.3074
H 8.010 1.854 -11.014  0.2932
H 9.362 3.679 -14.028  0.1501
H 9.835 1.898 -14.090  0.4698
H 7.402 3.348 -15.275  0.4920
H 8.330 0.450 -15.916  0.2809
H 6.873 1.286 -16.522  0.3546
H 7.085 0.910 -14.830  0.3970
H 8.603 3.704 -17.055  0.3035
H 9.842 3.659 -16.147  -0.1086
C 18.143 5.390 -14.382  -0.5150
O 19.484 4.923 -14.479  -0.3745
C 20.432 5.384 -13.536  -0.5845
C 20.920 6.853 -13.780  0.7898
C 21.851 6.914 -14.983  -1.3383
N 21.609 7.505 -12.647  -0.7905
H 17.774 5.585 -13.375  0.4322
H 17.540 4.733 -15.006  -0.1778
H 18.034 6.308 -14.969  0.3928
H 19.985 5.202 -12.552  0.1862
H 21.231 4.652 -13.657  0.3284
H 19.999 7.418 -13.962  0.0667
H 21.311 6.414 -15.790  0.2012
H 22.777 6.328 -14.956  0.3365
H 22.268 7.897 -15.203  0.4138
H 20.996 7.779 -11.883  0.2751
H 21.778 8.427 -13.047  0.2965
C 15.116 14.971 -17.199  -0.9214
O 15.172 13.580 -17.041  -0.1815
C 14.219 13.039 -16.129  -0.9727
C 14.624 11.656 -15.608  1.8658
C 13.478 10.787 -15.005  -1.3167
N 15.615 11.827 -14.553  -0.6184
H 15.299 15.430 -16.217  0.3559
H 14.227 15.404 -17.659  0.3161
H 16.018 15.335 -17.694  0.2895
H 14.304 13.666 -15.238  0.2647
H 13.245 12.967 -16.623  0.3525
H 15.024 11.124 -16.475  -0.5931
H 12.888 10.364 -15.817  -0.0148
H 12.904 11.274 -14.212  0.4955
H 13.865 9.946 -14.426  0.2947
H 16.546 12.148 -14.751  0.1774
H 15.293 12.096 -13.640  0.2013
C 14.943 1.043 -8.100  -0.7425
O 15.545 1.023 -9.392  -0.3353
C 16.389 2.133 -9.528  -0.7631
C 17.199 2.153 -10.837  0.2649
C 18.038 3.395 -11.195  -1.5807
N 16.291 1.781 -11.945  -0.5852
H 14.418 1.974 -7.854  0.3199
H 15.762 1.024 -7.377  0.3131
H 14.197 0.254 -8.116  0.2537
H 15.862 3.098 -9.564  0.3340
H 17.112 2.244 -8.710  0.3952
H 17.945 1.354 -10.768  0.3567
H 18.236 3.453 -12.261  0.3837
H 19.004 3.373 -10.686  0.3873
H 17.520 4.240 -10.729  0.3736
H 15.621 1.167 -11.486  0.4319
H 15.746 2.629 -12.116  0.0213
C 15.470 6.971 -15.379  -0.5502
O 14.953 5.681 -15.003  0.0852
C 14.112 5.151 -16.033  1.9386
C 13.045 4.251 -15.432  0.6119
C 13.616 2.897 -15.031  -1.1947
N 11.901 4.087 -16.292  1.4601
H 16.225 7.223 -14.642  0.4099
H 14.599 7.589 -15.128  0.0888
H 15.744 7.058 -16.429  -0.1824
H 13.654 6.001 -16.556  -1.0995
H 14.856 4.718 -16.713  -0.4190
H 12.719 4.836 -14.566  -0.5154
H 12.939 2.472 -14.281  0.4449
H 14.551 3.047 -14.491  0.3612
H 13.694 2.130 -15.802  -0.2351
H 11.671 4.907 -16.862  0.0151
H 12.197 3.573 -17.131  -0.8384
C 8.950 5.466 -20.620  -0.7273
O 10.318 5.856 -20.424  -0.4959
C 11.120 4.722 -20.142  -0.2809
C 12.623 5.120 -20.050  0.0568
N 13.431 4.075 -19.423  0.6044
C 14.180 3.302 -20.417  -0.9377
C 15.328 2.630 -19.650  -0.5219
O 15.968 3.503 -18.743  -0.2084
C 16.819 2.822 -17.838  -0.6781
H 8.701 5.045 -21.595  0.3293
H 8.573 6.493 -20.612  0.2766
H 8.456 4.931 -19.809  0.2036
H 11.042 4.068 -21.018  0.5040
H 10.928 4.168 -19.219  0.0608
H 12.685 5.843 -19.225  -0.7908
H 12.882 5.659 -20.965  0.3965
H 14.156 4.542 -18.891  -0.2799
H 14.576 3.892 -21.253  0.5194
H 13.520 2.564 -20.881  0.3728
H 16.068 2.182 -20.323  0.4537
H 14.939 1.756 -19.113  0.2748
H 17.106 3.561 -17.092  0.0080
H 17.649 2.439 -18.438  0.4182
H 16.285 2.014 -17.329  0.2414
N 11.606 1.974 -18.205  -0.1652
C 11.936 1.067 -17.260  0.0566
N 11.038 0.836 -16.305  -0.0800
O 13.005 0.425 -17.263  -0.7415
H 10.700 2.387 -18.336  0.1943
H 12.311 2.138 -18.904  -0.1481
H 10.312 1.532 -16.204  0.2083
H 11.316 0.109 -15.670  0.2800
N 15.379 -1.164 -16.079  -0.2606
C 16.105 -0.772 -15.020  0.5158
N 15.628 0.405 -14.506  -0.1198
O 17.164 -1.313 -14.700  -0.7196
H 15.595 -2.031 -16.535  0.1995
H 14.614 -0.611 -16.430  0.2483
H 14.703 0.669 -14.780  0.1901
H 16.151 0.724 -13.695  0.2709

2S+1: 1
DFT total energy: -87214.704 eV
SMILES: COC[C@H](C)N.COC[C@H](C)N.COC[C@H](C)N.COC[C@H](C)N.COC[C@H](C)N.COC[C@H](C)N.COC[C@H](C)N.COC[C@H](C)N.COCCNCCOC.NC(N)=O.NC(N)=O
Kohn-Sham gap: 9.049 eV

What is the Kohn-Sham gap in the second record?
9.049 eV

Look up the 2S+1 of the second one.
1